A 20-piece molecular cluster, C97H134B9F36N18O4 overall at a distorted geometry. Source: OMol25; level of theory: ωB97M-V with the def2-TZVPD basis set.

Values from the calculation:
**Charge**: +9
**Max |F|**: 6.2 eV Å⁻¹
**Multiplicity**: 1
**HOMO energy**: -0.8097 hartree
**LUMO level**: -16.706 eV

Each line ends with the Löwdin charge.
Positions of all 298 atoms, in Å:
C -9.005104 29.068748 -3.396974  0.056
C -7.819395 28.224420 -3.950172  -0.302
O -7.700072 27.776003 -5.141657  0.069
N -6.830953 27.847362 -2.917416  0.128
H -5.957590 28.248373 -3.228139  0.107
H -7.092339 28.257138 -2.032060  0.113
C -6.639496 26.287018 -2.808748  0.044
H -9.474231 28.534987 -2.570462  0.097
H -9.704040 29.110009 -4.232370  0.093
H -8.663750 30.082729 -3.188633  0.098
H -6.081261 25.951098 -1.934890  0.079
H -6.400386 25.908888 -3.802705  0.071
H -7.639530 25.877299 -2.666739  0.084
C 5.408396 27.950612 -1.990200  0.034
C 5.255156 26.623809 -1.218594  -0.332
O 5.900588 25.626458 -1.528662  0.175
N 4.182475 26.635106 -0.155587  0.115
H 4.775544 26.471687 0.645444  0.191
H 3.669973 27.501884 -0.077185  0.175
C 3.190312 25.507857 -0.249653  0.048
H 5.564630 28.872664 -1.430279  0.103
H 4.584565 27.965288 -2.703777  0.068
H 6.354246 27.815776 -2.514882  0.103
H 3.486931 24.518162 -0.596950  0.100
H 2.486420 25.873313 -0.997365  0.082
H 2.707781 25.454539 0.726277  0.105
C 0.967938 27.948345 -7.627644  0.041
C 1.565915 29.268714 -7.201691  -0.399
O 1.371324 30.297529 -7.776246  0.168
N 2.378606 29.280061 -5.977370  0.133
H 2.127553 30.186663 -5.609752  0.185
H 2.008907 28.676832 -5.256568  0.118
C 3.892342 29.015041 -6.309204  0.094
H 0.673789 28.121523 -8.662815  0.096
H -0.012002 27.591333 -7.310823  0.098
H 1.749993 27.189863 -7.592766  0.095
H 3.967476 28.134316 -6.946994  0.108
H 4.482784 28.874365 -5.403836  0.098
H 4.347745 29.862300 -6.821907  0.116
C -8.664473 21.429708 -1.200610  0.025
N -9.201909 22.205397 -0.066848  -0.099
C -10.089887 23.217182 -0.313100  0.048
C -10.633318 24.012676 0.714522  0.093
C -10.153548 23.811998 2.013925  -0.121
C -9.261977 22.763028 2.230496  0.080
C -8.718399 22.016301 1.164661  0.021
C -10.733770 24.655468 3.046400  -0.164
C -9.876077 25.256583 3.983168  0.057
C -10.451776 26.053314 4.931683  0.025
N -11.795859 26.164986 5.143399  -0.048
C -12.638627 25.561151 4.290481  0.092
C -12.069735 24.756980 3.223180  0.071
C -12.313248 26.916691 6.336774  0.071
H -9.485336 21.320971 -1.909458  0.102
H -8.281408 20.507308 -0.764097  0.093
H -7.711783 21.876223 -1.485365  0.113
H -10.491582 23.309044 -1.311396  0.145
H -11.467079 24.651355 0.462841  0.148
H -8.950665 22.564596 3.245445  0.142
H -8.091310 21.137024 1.170520  0.140
H -8.808368 25.112204 3.908637  0.125
H -9.672091 26.493966 5.535276  0.154
H -13.698382 25.679570 4.461642  0.165
H -12.806499 24.180075 2.683958  0.143
H -13.190552 27.517608 6.097318  0.122
H -11.532281 27.586662 6.696390  0.110
H -12.518819 26.189263 7.122080  0.124
C -3.472052 18.198319 -1.957441  0.025
N -4.707917 18.418865 -2.647057  -0.066
C -5.690988 17.497119 -2.564398  -0.001
C -6.820637 17.575363 -3.267790  0.016
C -7.104015 18.622706 -4.136203  -0.108
C -6.101394 19.561287 -4.263926  0.061
C -4.920258 19.441093 -3.511735  0.079
C -8.463924 18.854055 -4.854100  -0.087
C -9.283536 17.783638 -5.328696  0.051
C -10.560274 18.047765 -5.914453  0.057
N -11.094591 19.309870 -5.801432  -0.090
C -10.350792 20.370969 -5.373911  0.071
C -9.069134 20.125485 -4.811172  0.038
C -12.381847 19.541053 -6.416238  0.045
H -2.590486 17.989065 -2.563381  0.114
H -3.550843 17.270557 -1.390737  0.112
H -3.478255 19.082055 -1.319415  0.117
H -5.529980 16.700191 -1.853491  0.159
H -7.621274 16.880066 -3.062995  0.144
H -6.336285 20.501338 -4.740925  0.109
H -4.092570 20.133373 -3.557250  0.126
H -8.847986 16.797311 -5.266802  0.114
H -11.028557 17.231433 -6.444281  0.151
H -10.861272 21.311326 -5.520668  0.162
H -8.465415 20.916810 -4.391984  0.107
H -13.035605 19.983840 -5.664808  0.131
H -12.773016 18.626755 -6.862488  0.123
H -12.123565 20.257169 -7.196346  0.126
C -0.976860 28.441173 -1.821751  0.035
N -1.555057 28.647689 -0.472666  -0.044
C -2.929585 28.837772 -0.346702  0.062
C -3.466828 29.006535 0.907784  0.084
C -2.597434 29.020834 2.039777  -0.085
C -1.199670 28.930629 1.821884  0.047
C -0.697782 28.672689 0.593976  0.002
C -3.172450 29.119571 3.382938  -0.114
C -4.166489 29.979390 3.672639  0.051
C -4.696088 29.967726 4.951449  0.032
N -4.213924 29.250371 5.970288  -0.064
C -3.339273 28.249228 5.712959  -0.014
C -2.718146 28.237419 4.468011  0.082
C -4.814481 29.285697 7.387339  0.089
H -1.074660 29.331800 -2.442496  0.122
H -1.596536 27.658740 -2.259813  0.080
H 0.004630 27.984831 -1.693127  0.084
H -3.422234 28.778123 -1.305948  0.135
H -4.509916 29.152932 1.146419  0.131
H -0.470389 28.894416 2.617647  0.143
H 0.331378 28.409056 0.399777  0.136
H -4.611580 30.581854 2.894613  0.151
H -5.560824 30.590374 5.127336  0.160
H -2.886883 27.556512 6.407134  0.153
H -2.094038 27.392354 4.217482  0.109
H -5.277965 30.241680 7.631004  0.117
H -3.914591 29.138005 7.984399  0.110
H -5.441912 28.395431 7.344232  0.105
C -0.103726 35.250292 -10.808829  0.034
N -0.753507 34.002496 -10.502119  -0.082
C -0.057824 32.877579 -10.151990  0.072
C -0.760123 31.692429 -9.800153  0.048
C -2.160599 31.647212 -9.820761  -0.112
C -2.804411 32.849917 -10.091273  0.054
C -2.079773 34.018999 -10.325662  0.038
C -3.023112 30.384309 -9.607263  -0.085
C -2.629419 29.127799 -10.114304  0.045
C -3.309096 27.976514 -9.728220  0.036
N -4.472713 28.054195 -8.983263  -0.063
C -5.002522 29.241177 -8.546837  0.066
C -4.177022 30.389563 -8.775491  0.071
C -5.202863 26.779431 -8.636905  0.047
H 0.923803 35.015204 -11.086326  0.117
H -0.191652 35.926149 -9.958193  0.130
H -0.525142 35.783820 -11.660810  0.129
H 1.019065 32.953781 -10.121708  0.151
H -0.334550 30.744139 -9.506851  0.096
H -3.875759 32.882073 -10.223876  0.141
H -2.569139 34.971686 -10.464623  0.165
H -1.714830 29.090821 -10.687500  0.130
H -3.052717 26.930915 -9.814290  0.129
H -5.867855 29.271321 -7.901313  0.151
H -4.475758 31.249228 -8.194010  0.137
H -5.102956 26.068499 -9.457077  0.096
H -6.235103 26.993303 -8.359725  0.112
H -4.630398 26.389819 -7.795127  0.092
C 0.256746 17.849264 -0.840720  0.048
N -0.475915 18.901799 -0.123912  -0.064
C -0.305423 20.200428 -0.406089  0.035
C -0.991954 21.223093 0.341274  0.127
C -1.943828 20.869370 1.378454  -0.138
C -2.132212 19.487017 1.600923  0.066
C -1.433077 18.528898 0.783413  0.020
C -2.757264 21.882739 2.041334  -0.162
C -2.102124 22.659520 2.995511  0.078
C -2.834177 23.628353 3.691427  0.077
N -4.215149 23.711942 3.584010  -0.036
C -4.836281 22.974575 2.649883  0.002
C -4.165267 22.008317 1.835319  0.058
C -4.944837 24.655816 4.461229  0.042
H 0.195734 16.919386 -0.275299  0.116
H 1.272248 18.119227 -1.130509  0.120
H -0.189610 17.707966 -1.825051  0.087
H 0.557534 20.399088 -1.024337  0.124
H -0.896091 22.281328 0.147987  0.128
H -2.949155 19.157587 2.225793  0.127
H -1.523997 17.455091 0.854665  0.137
H -1.037503 22.540974 3.133078  0.150
H -2.335179 24.301579 4.372726  0.152
H -5.864368 23.161144 2.376669  0.110
H -4.565302 21.431315 1.014685  0.110
H -6.012581 24.585403 4.253706  0.089
H -4.600962 25.680425 4.319668  0.093
H -4.865367 24.236567 5.464236  0.119
C -7.489621 13.574704 -7.902986  0.045
N -7.008068 14.956753 -7.896755  -0.089
C -7.574394 15.830143 -8.737208  0.033
C -7.105753 17.138904 -8.879460  0.043
C -6.082787 17.610647 -8.083893  -0.086
C -5.587565 16.713779 -7.027344  0.048
C -6.063721 15.363674 -6.957570  0.054
C -5.631087 19.089927 -8.252736  -0.078
C -4.264141 19.466160 -7.934402  0.062
C -3.769223 20.784814 -8.049166  0.019
N -4.522402 21.563842 -8.780038  -0.071
C -5.828270 21.308723 -9.136799  0.046
C -6.355315 20.090001 -8.869382  0.015
C -3.996859 22.852767 -9.172975  0.046
H -7.515765 13.266280 -8.948110  0.128
H -8.459030 13.658172 -7.411688  0.124
H -6.889479 12.796242 -7.431905  0.126
H -8.437156 15.405206 -9.228600  0.165
H -7.558692 17.791255 -9.611362  0.135
H -4.810784 17.031416 -6.347553  0.101
H -5.637448 14.609652 -6.312487  0.146
H -3.605753 18.736014 -7.487399  0.079
H -2.804745 21.117528 -7.694940  0.142
H -6.396784 22.094628 -9.611724  0.171
H -7.362139 19.956718 -9.236738  0.139
H -4.293438 22.933459 -10.218734  0.133
H -2.908261 22.831292 -9.122087  0.090
H -4.416613 23.516496 -8.417079  0.115
C 3.136488 23.396077 -3.917238  0.102
N 2.416082 22.466079 -4.916570  -0.034
C 1.800095 23.002389 -5.965464  0.032
C 1.164755 22.218327 -6.961634  0.073
C 0.957656 20.885873 -6.638619  -0.126
C 1.605593 20.288534 -5.519721  0.086
C 2.274572 21.173408 -4.679670  0.021
C 0.241740 19.942735 -7.567575  -0.128
C 0.362741 19.898062 -8.967144  0.061
C -0.264806 18.984935 -9.773602  0.078
N -0.979795 17.945894 -9.145949  -0.105
C -1.129594 17.876508 -7.810358  0.035
C -0.574935 18.985240 -7.002143  0.051
C -1.660237 16.955049 -9.948939  0.018
H 4.041380 22.908334 -3.554781  0.129
H 2.387297 23.517663 -3.134912  0.085
H 3.278137 24.345298 -4.433962  0.091
H 1.798550 24.081973 -5.935524  0.128
H 0.629844 22.624741 -7.807261  0.122
H 1.473187 19.233628 -5.329845  0.136
H 2.841656 20.926765 -3.794247  0.142
H 1.182706 20.541446 -9.250167  0.148
H -0.160289 18.789741 -10.830666  0.154
H -1.871289 17.143504 -7.529289  0.130
H -0.791200 18.993980 -5.944057  0.110
H -1.620208 17.180563 -11.014595  0.120
H -2.732141 16.908660 -9.756642  0.097
H -1.133159 16.042925 -9.669108  0.131
C -3.813443 24.393374 -4.299523  0.004
C -2.635029 25.108958 -3.638448  -0.214
C -2.398724 24.795216 -2.086860  -0.104
O -3.264788 25.730454 -1.338212  -0.174
C -3.095774 25.489142 0.071871  -0.068
N -1.358199 24.846825 -4.434835  0.240
H -1.042177 23.887572 -4.442146  0.119
H -1.450653 25.105183 -5.406840  0.101
H -0.546069 25.237132 -3.978545  0.105
H -3.902278 23.329235 -4.080844  0.074
H -3.910671 24.510427 -5.378852  0.090
H -4.681086 24.795611 -3.776559  0.062
H -2.620956 26.191264 -3.766899  0.128
H -1.352609 24.940520 -1.817343  0.124
H -2.552055 23.734704 -1.887114  0.101
H -2.171226 25.935589 0.437930  0.081
H -3.017713 24.443421 0.369308  0.071
H -4.007844 25.829799 0.561971  0.085
B 0.002780 25.466242 2.614640  -1.372
F -1.334101 25.795362 2.661537  0.112
F 0.206137 24.259696 1.936262  0.114
F 0.682252 26.497289 2.037634  0.148
F 0.426331 25.356863 3.958216  0.107
B -6.734892 22.818668 -6.254898  -1.421
F -7.148568 23.363512 -5.133241  0.225
F -7.692203 21.783457 -6.592721  0.047
F -6.671303 23.699847 -7.359401  0.113
F -5.596030 22.128848 -6.165183  0.181
B -1.621456 21.188302 -3.625620  -1.408
F -1.049888 19.956124 -3.178218  0.077
F -0.632602 22.143139 -3.750537  0.155
F -2.201272 20.936421 -4.850184  0.137
F -2.531211 21.557966 -2.704603  0.164
B 2.983924 21.341831 -0.557255  -1.448
F 4.336677 21.653547 -0.509240  0.134
F 2.514264 20.941323 0.633730  0.196
F 2.292452 22.433357 -1.025848  0.115
F 2.848447 20.385649 -1.541874  0.114
B -3.972445 28.839495 -4.812040  -1.366
F -5.266314 29.397876 -4.995546  0.094
F -4.327921 27.769790 -3.970462  0.099
F -3.480301 28.485355 -6.036694  0.150
F -3.107028 29.686331 -4.243989  0.199
B -1.436776 24.704342 -7.722745  -1.501
F -1.610329 24.791301 -9.090163  0.153
F -2.079353 25.619816 -7.008414  0.196
F -1.613957 23.423417 -7.310376  0.160
F -0.135930 25.037234 -7.402669  0.134
B 1.342572 26.791412 -3.891550  -1.412
F 0.041465 27.197389 -4.224532  0.133
F 1.992781 26.405386 -5.000484  0.183
F 2.058186 27.785127 -3.223960  0.129
F 1.308934 25.668946 -3.071532  0.122
B -6.721903 26.570820 1.699073  -1.412
F -6.893034 25.206840 1.848835  0.095
F -5.643874 26.855142 2.479748  0.150
F -6.456090 26.760865 0.359106  0.136
F -7.872985 27.260717 2.055907  0.136
B -6.292658 30.671588 -1.241214  -1.442
F -7.006498 31.443583 -2.086325  0.183
F -7.107025 29.631658 -0.799078  0.100
F -5.281044 30.053642 -1.874153  0.182
F -6.019261 31.402620 -0.106062  0.143

Forces on the atoms, in the same order (eV/Å):
C 1.1 -1.0 -1.9
C -1.4 -1.3 -4.6
O -0.3 1.9 5.9
N 0.0 -2.7 -0.7
H 1.1 0.4 -0.1
H 0.0 0.7 1.1
C -1.7 1.0 -0.5
H 0.2 0.3 0.3
H -0.1 0.1 0.1
H 0.1 0.0 0.6
H 0.6 0.7 -0.4
H 0.7 0.3 0.3
H -0.3 0.3 0.2
C 0.9 -1.2 0.4
C 2.4 -0.7 -3.2
O -2.9 2.8 2.0
N 1.3 -2.3 -0.3
H 0.0 0.2 1.1
H 0.2 0.5 0.0
C -1.5 0.4 -0.2
H -0.7 -0.1 0.3
H -0.1 0.4 0.1
H -0.2 0.0 -0.3
H 1.0 0.3 0.3
H -0.3 -0.1 0.1
H -0.1 -0.2 -0.1
C 0.6 0.4 -1.3
C -2.5 -0.8 -1.2
O 0.7 -0.1 0.7
N 1.3 0.4 -0.3
H 1.0 1.0 0.3
H 0.1 -1.2 0.2
C -0.2 0.3 0.4
H 0.6 0.0 -0.4
H 0.3 0.2 1.4
H -0.4 -0.3 0.1
H -0.3 0.0 0.2
H -0.5 -0.1 0.1
H -0.6 0.2 -0.1
C 0.5 -0.1 1.3
N -0.5 2.0 -0.5
C -0.8 0.0 1.1
C 1.2 -1.7 -1.2
C -0.6 -0.5 -1.6
C 1.3 -0.2 -0.4
C -1.6 0.3 0.7
C 1.4 -0.4 1.5
C -1.3 0.0 -0.9
C 1.0 -0.5 0.5
N 0.3 0.3 -0.6
C 2.0 -1.0 -1.0
C -2.9 1.3 1.7
C 0.4 0.1 0.2
H 0.7 -0.1 -0.3
H -0.8 -0.5 -0.3
H -0.5 0.6 -0.9
H 0.3 -0.1 -0.2
H 0.2 0.4 0.1
H 0.1 -0.2 0.0
H 0.3 0.2 1.0
H 0.0 0.4 0.0
H -1.0 0.7 0.9
H -0.1 -0.1 0.0
H 0.1 0.1 -0.4
H 0.0 -0.3 -0.2
H 0.0 -0.1 -0.2
H -0.2 0.0 -0.1
C 0.4 -0.1 1.4
N -2.1 -0.7 -3.0
C 1.5 -0.5 1.4
C -2.8 -0.4 -0.9
C -0.7 0.6 -0.9
C 0.3 0.8 1.1
C 0.3 -0.1 0.1
C -1.4 -0.8 1.2
C 0.1 1.6 -0.5
C 2.4 0.6 1.9
N 2.4 -1.8 -0.6
C 0.7 -2.0 0.7
C -0.1 0.0 -0.8
C -0.4 0.9 -0.6
H -0.2 1.0 -0.4
H -0.4 0.3 0.4
H 1.4 -0.2 0.3
H 0.0 -0.1 0.0
H 0.2 -0.4 0.1
H 0.6 0.1 -0.7
H 0.0 0.4 -0.2
H -0.4 -0.3 -0.4
H -0.8 0.3 0.2
H 0.3 0.3 0.4
H -0.4 0.5 -0.3
H -0.2 -0.1 -0.3
H -0.1 0.2 0.3
H -0.8 0.1 -0.2
C -1.0 -1.1 0.3
N -0.4 0.5 0.8
C 2.2 -0.4 -0.2
C 0.9 0.2 1.5
C 0.9 0.0 -1.9
C -0.8 -0.6 1.5
C -1.4 0.0 -1.9
C 1.9 -2.1 1.9
C -1.1 0.1 0.2
C -0.4 0.9 0.3
N -1.0 -0.5 0.4
C 2.1 1.0 -2.2
C -1.7 0.4 -1.4
C 1.3 -0.5 -1.5
H 0.4 0.0 0.2
H 0.0 0.1 -0.3
H 0.1 0.6 -0.2
H -0.6 0.3 0.2
H -0.3 -0.2 -0.8
H -0.2 0.1 0.4
H -0.1 0.3 0.1
H -0.1 0.3 0.2
H 0.1 0.2 0.5
H -0.7 0.3 0.9
H 0.5 0.2 0.0
H -0.1 -0.3 -0.3
H -0.5 0.0 0.5
H -0.3 0.4 0.8
C 1.3 1.0 -0.5
N -0.6 -1.6 1.6
C -1.3 -1.0 0.2
C -0.3 0.4 -0.3
C -0.8 0.2 -0.4
C 0.0 0.4 -0.2
C -0.7 -0.8 -0.6
C -0.4 -0.2 1.1
C 0.0 -0.1 0.7
C -1.5 0.6 1.2
N -1.0 0.9 -0.4
C 3.6 0.2 -1.0
C -0.5 -0.6 -0.1
C 1.2 0.5 0.2
H 0.0 0.3 0.3
H 0.3 -0.1 0.1
H -0.4 -0.5 -0.1
H 0.0 0.0 -0.2
H 1.0 0.4 -0.1
H -0.1 0.2 0.3
H -0.1 0.0 -0.2
H -0.1 -0.4 -0.2
H 0.7 0.2 -0.8
H -0.1 -0.2 -0.1
H 0.0 0.4 -0.3
H -0.3 0.3 -0.1
H 0.2 0.0 -0.1
H -0.3 -0.1 0.2
C 0.0 -0.3 -0.9
N -1.5 0.5 1.0
C 0.3 1.6 2.0
C -1.0 -1.8 0.7
C 1.8 -1.5 -3.1
C 0.6 -0.8 -2.2
C 0.1 1.6 1.0
C -1.0 0.2 1.1
C -1.2 0.9 -0.1
C -0.7 -0.9 -0.1
N 1.9 -0.2 -1.0
C 0.4 -1.7 -2.1
C 2.0 1.6 1.7
C -0.6 -0.7 0.2
H 0.3 0.2 0.0
H 0.2 0.3 0.9
H -0.5 0.0 0.1
H -0.2 0.4 -0.4
H 0.6 -0.1 -0.3
H 0.3 -0.3 0.3
H -0.3 0.0 0.4
H 0.1 0.3 0.2
H -0.2 0.0 0.1
H -0.2 0.4 0.7
H -0.7 0.2 0.2
H 0.2 0.2 -0.5
H 0.1 -0.3 0.1
H 0.5 0.5 0.2
C -0.8 -0.6 -0.4
N 2.0 1.0 2.0
C 0.3 0.0 0.2
C -0.4 -0.5 0.1
C 0.6 0.3 1.8
C -1.3 -0.8 -1.7
C 0.1 2.3 -2.2
C 3.3 -0.8 0.3
C -1.3 -0.3 1.1
C -1.2 -3.2 -0.5
N -1.8 1.1 -0.5
C 2.0 0.1 0.7
C -1.5 -0.7 -0.3
C 0.4 0.2 -0.1
H -0.6 0.0 0.1
H -0.2 -0.7 -0.3
H 0.4 0.7 0.5
H 0.1 0.3 -0.6
H -0.1 -0.2 -0.1
H -0.1 0.0 0.1
H -0.2 0.0 0.1
H 0.0 0.0 0.1
H 0.1 0.1 -0.1
H 0.3 0.1 -0.1
H -0.2 -0.2 0.3
H -0.1 0.9 0.2
H -0.2 0.1 0.1
H 0.0 0.7 -0.6
C -1.3 -0.8 -0.6
N -0.4 1.0 -0.4
C -0.5 0.4 -1.4
C -0.3 0.3 1.9
C 1.3 -1.4 -0.5
C -0.9 2.0 -0.4
C 1.3 -1.6 0.8
C -1.0 -0.8 0.3
C 1.4 0.7 0.5
C -0.4 -2.1 1.7
N 0.3 2.6 0.2
C 0.9 3.8 0.0
C -1.4 -3.0 -0.8
C 0.0 -0.9 -0.6
H -0.1 0.1 -0.1
H 0.4 0.0 0.3
H 0.3 -0.3 0.1
H 0.1 0.1 -0.7
H 0.3 0.5 0.1
H 0.4 0.1 0.3
H -0.2 -0.9 0.3
H -0.4 0.3 -1.3
H 0.2 0.6 -0.1
H 0.5 -0.2 0.7
H 0.0 -0.1 0.1
H 0.6 -0.1 0.1
H 0.1 0.0 0.5
H -0.5 -0.4 -0.7
C -0.4 0.2 1.1
C 1.4 -0.3 0.3
C -0.8 1.4 -1.3
O 1.2 -2.3 -0.4
C -0.3 0.2 -0.1
N 0.3 -1.6 1.2
H -0.6 -1.1 0.0
H -0.1 0.8 -0.4
H 0.2 1.2 0.0
H 0.7 -0.2 0.0
H 0.1 0.4 0.1
H -0.1 0.2 -0.4
H -1.1 0.1 0.3
H 0.3 0.5 0.0
H -0.7 0.0 0.2
H -0.2 0.4 0.1
H 0.0 -0.5 -0.5
H 0.2 0.6 0.1
B 1.2 -0.7 2.0
F -2.1 0.2 -0.3
F -0.2 -0.2 -0.4
F 0.9 1.1 -1.3
F -0.2 -0.4 -0.3
B -1.9 -0.3 -3.2
F -0.5 1.5 2.6
F -0.8 -0.5 -0.3
F 0.2 0.0 0.3
F 3.2 -1.2 0.6
B 1.6 -1.3 -0.1
F 0.2 -0.3 -0.1
F 0.7 0.7 -0.2
F -0.8 -0.2 -1.2
F -1.8 0.6 1.3
B 2.5 0.4 -0.2
F 0.3 0.4 0.2
F -1.1 -0.8 1.5
F -1.5 2.0 -0.5
F -0.9 -2.0 -1.4
B -2.4 0.8 -0.2
F -0.1 0.8 -0.5
F 1.0 -1.6 0.7
F 0.5 -1.2 -1.4
F 1.3 0.9 1.3
B 2.4 0.3 -1.5
F -0.7 0.1 -0.7
F -3.5 1.8 1.4
F -1.1 -2.3 0.8
F 2.8 -0.1 0.0
B -0.5 -0.2 1.3
F 0.1 0.4 0.1
F 1.3 -0.1 -2.5
F 0.1 0.8 0.0
F -0.8 -0.7 0.9
B -0.8 0.7 -0.9
F -1.0 -2.7 0.5
F 1.5 1.1 1.1
F 0.4 0.4 -1.1
F -0.1 -0.1 0.4
B -1.7 1.2 1.4
F -0.8 0.9 -1.6
F -1.6 -2.2 0.5
F 2.8 -0.9 -1.0
F 1.4 0.3 0.7